This record from OMol25 describes C47H37GeN6O4V as an isolated structure. The level of theory is wB97M-V/def2-TZVPD.

Atoms and positions in Å:
1 V 0.211 0.286 -0.382
2 O -1.044 2.094 -6.678
3 C -1.476 2.777 -5.742
4 O -2.396 3.587 -5.591
5 C -0.752 2.423 -4.359
6 C 0.269 1.490 -4.304
7 C 0.685 1.062 -3.056
8 N 0.114 1.505 -1.916
9 C -0.726 2.553 -1.971
10 C -1.196 3.021 -3.186
11 C -1.067 3.138 -0.658
12 C -1.980 4.173 -0.486
13 C -2.225 4.643 0.794
14 C -1.556 4.075 1.867
15 C -0.648 3.060 1.611
16 N -0.404 2.610 0.386
17 C 1.751 0.107 -2.758
18 C 2.728 -0.345 -3.633
19 C 3.727 -1.169 -3.150
20 C 3.728 -1.527 -1.803
21 C 2.715 -1.065 -0.997
22 N 1.745 -0.256 -1.456
23 H 0.671 1.081 -5.221
24 H -1.918 3.822 -3.273
25 H -2.489 4.607 -1.334
26 H -2.927 5.451 0.952
27 H -1.728 4.411 2.880
28 H -0.081 2.594 2.410
29 H 2.703 -0.046 -4.671
30 H 4.502 -1.534 -3.811
31 H 4.499 -2.163 -1.394
32 H 2.649 -1.331 0.050
33 C -3.977 0.707 0.160
34 C -2.589 0.208 0.443
35 O -1.710 0.512 -0.416
36 C -2.313 -0.571 1.610
37 C -3.344 -0.996 2.474
38 C -3.096 -1.872 3.494
39 C -1.792 -2.355 3.690
40 C -0.754 -1.926 2.903
41 C -0.979 -1.019 1.855
42 O 0.001 -0.590 1.111
43 H -3.974 1.256 -0.778
44 H -4.306 1.374 0.959
45 H -4.681 -0.123 0.095
46 H -4.352 -0.643 2.302
47 H -3.899 -2.207 4.135
48 H -1.605 -3.077 4.475
49 H 0.255 -2.291 3.049
50 Ge -0.639 -1.831 -1.575
51 C -1.571 -3.156 -0.458
52 C -0.775 -4.162 0.090
53 C -1.346 -5.189 0.825
54 C -2.719 -5.213 1.026
55 C -3.519 -4.216 0.484
56 C -2.948 -3.190 -0.251
57 C -1.439 -1.259 -3.270
58 C -0.791 -1.665 -4.435
59 C -1.245 -1.233 -5.672
60 C -2.328 -0.369 -5.751
61 C -2.983 0.033 -4.595
62 C -2.541 -0.409 -3.358
63 H 0.614 -2.652 -2.003
64 H 0.295 -4.151 -0.084
65 H -0.724 -5.978 1.226
66 H -3.167 -6.019 1.593
67 H -4.593 -4.249 0.623
68 H -3.583 -2.428 -0.691
69 H 0.071 -2.320 -4.370
70 H -0.745 -1.556 -6.575
71 H -2.648 0.007 -6.712
72 H -3.826 0.708 -4.661
73 H -3.046 -0.078 -2.458
74 C 3.478 3.238 0.858
75 C 2.795 2.236 0.198
76 N 2.153 1.260 0.845
77 C 2.206 1.234 2.172
78 C 2.879 2.185 2.933
79 C 3.501 3.224 2.245
80 C 2.871 2.200 4.407
81 C 3.218 1.255 5.286
82 C 3.785 -0.078 5.039
83 C 4.252 -0.830 6.117
84 C 4.812 -2.065 5.836
85 N 4.909 -2.533 4.595
86 C 4.435 -1.745 3.640
87 N 3.876 -0.554 3.792
88 H 3.979 4.019 0.303
89 H 2.758 2.210 -0.885
90 H 1.692 0.414 2.657
91 H 4.015 4.003 2.794
92 H 2.569 3.158 4.821
93 H 3.143 1.508 6.337
94 H 4.188 -0.464 7.132
95 H 5.201 -2.705 6.619
96 H 4.513 -2.118 2.624

Results
spin multiplicity	4
relative energy (zero: lowest compared OMol25 entry of this formula, charge and spin)	72.8	kcal per mole
HOMO energy (alpha / beta)	-0.3693 / -0.3689	Ha
F_max	0.0864	hartree/bohr
net charge	+1
electronic energy	-148668.8144	eV